Run a
{
  "formula": "C4H8N2",
  "method": "ωB97M-V with the def2-TZVPD basis set",
  "smiles": "C1NC[C@H]2N[C@@H]12",
  "e_homo_ev": -9.07,
  "gap_ev": 10.10,
  "total_charge": 0,
  "symbols": ["N", "N", "C", "C", "C", "C", "H", "H", "H", "H", "H", "H", "H", "H"],
  "positions_angstrom": [[-1.633, -0.217, 0.799], [0.994, 0.086, 0.600], [-1.154, 0.600, -0.377], [-0.851, -0.836, -0.363], [0.742, -1.130, -0.100], [0.459, 1.136, -0.119], [2.038, 0.358, 0.824], [-1.919, 1.344, -0.745], [-1.288, -1.561, -0.996], [-1.109, -0.106, 1.751], [1.356, -1.125, -1.038], [0.496, 2.164, 0.539], [0.898, 1.355, -1.236], [0.971, -2.067, 0.460]],
  "lowdin_charge": [0.013, -0.191, -0.210, -0.233, -0.161, -0.245, 0.171, 0.133, 0.098, 0.127, 0.108, 0.141, 0.133, 0.115]
}

=====

Run b
{
  "formula": "C4H8N2",
  "method": "ωB97M-V with the def2-TZVPD basis set",
  "smiles": "C1N[C@H]1[C@H]1CN1",
  "e_homo_ev": -9.25,
  "gap_ev": 10.32,
  "total_charge": 0,
  "symbols": ["N", "N", "C", "C", "C", "C", "H", "H", "H", "H", "H", "H", "H", "H"],
  "positions_angstrom": [[1.288, -1.208, 0.398], [-0.877, 0.605, 0.966], [0.630, -0.497, -0.690], [-1.863, -0.092, 0.136], [-0.580, 0.361, -0.440], [1.890, 0.019, -0.116], [2.830, -0.079, -0.652], [0.810, -0.991, 1.273], [-1.146, 1.569, 1.132], [1.799, 0.913, 0.503], [-2.031, -1.137, 0.382], [0.652, -1.026, -1.644], [-0.644, 1.208, -1.125], [-2.760, 0.454, -0.153]],
  "lowdin_charge": [0.022, 0.014, -0.300, -0.132, -0.300, -0.158, 0.095, 0.080, 0.095, 0.105, 0.104, 0.133, 0.139, 0.101]
}

=====

Energy above the most stable structure, in hartree: run a 0.0409; run b 0.0000

=====

Run a
{
  "formula": "C4H8N2",
  "method": "ωB97M-V with the def2-TZVPD basis set",
  "smiles": "CC[C@@H](N)C#N",
  "e_homo_ev": -10.36,
  "gap_ev": 11.31,
  "total_charge": 0,
  "symbols": ["N", "N", "C", "C", "C", "C", "H", "H", "H", "H", "H", "H", "H", "H"],
  "positions_angstrom": [[0.988, 2.404, -0.492], [1.874, -0.863, 0.033], [-0.578, -0.663, -0.214], [-1.768, 0.249, 0.077], [0.830, 1.340, -0.084], [0.703, -0.073, 0.374], [2.014, -0.838, -0.974], [-2.657, -0.126, -0.435], [2.704, -0.460, 0.457], [-1.573, 1.268, -0.259], [-0.455, -0.779, -1.299], [0.613, -0.056, 1.467], [-1.987, 0.271, 1.153], [-0.708, -1.673, 0.197]],
  "lowdin_charge": [0.152, 0.041, -0.227, -0.106, -0.202, -0.423, 0.083, 0.074, 0.082, 0.062, 0.117, 0.148, 0.081, 0.117]
}

=====

Run b
{
  "formula": "C4H8N2",
  "method": "ωB97M-V with the def2-TZVPD basis set",
  "e_homo_ev": [-6.83, -6.53],
  "gap_ev": [7.58, 6.91],
  "total_charge": 0,
  "symbols": ["N", "N", "C", "C", "C", "C", "H", "H", "H", "H", "H", "H", "H", "H"],
  "positions_angstrom": [[-0.459, 0.376, -1.211], [-0.303, -0.850, 1.359], [1.398, -0.510, 1.058], [-1.305, -0.892, 0.663], [-1.652, -0.221, -0.669], [0.309, 1.104, -0.385], [1.700, -1.354, 1.682], [1.299, 1.366, -0.735], [-0.204, 1.778, 0.295], [-2.099, -0.897, -1.401], [0.066, -0.226, -1.837], [1.753, 0.405, 1.539], [-2.377, 0.567, -0.438], [1.876, -0.646, 0.080]],
  "lowdin_charge": [-0.085, 0.023, -0.094, -0.158, -0.226, -0.097, 0.040, 0.080, 0.090, 0.109, 0.134, 0.042, 0.110, 0.033]
}

=====

Run c
{
  "formula": "C4H8N2",
  "method": "ωB97M-V with the def2-TZVPD basis set",
  "e_homo_ev": [-7.41, -7.41],
  "gap_ev": [8.18, 8.18],
  "total_charge": 0,
  "symbols": ["N", "N", "C", "C", "C", "C", "H", "H", "H", "H", "H", "H", "H", "H"],
  "positions_angstrom": [[-1.662, 0.938, -1.004], [0.288, -1.879, 0.044], [-0.744, -1.347, -0.329], [0.540, 0.721, 0.127], [-0.908, 0.149, -0.061], [1.443, -0.235, 0.803], [2.478, -0.262, 0.458], [-1.434, 0.184, 0.904], [0.401, 1.646, 0.698], [1.361, -0.302, 1.890], [-1.308, 0.781, -1.944], [1.260, -2.041, 0.286], [-2.635, 0.652, -1.008], [0.921, 0.997, -0.864]],
  "lowdin_charge": [0.021, 0.112, -0.110, -0.235, -0.422, -0.087, 0.058, 0.138, 0.117, 0.063, 0.075, 0.089, 0.073, 0.109]
}

=====

Energy above the most stable structure, in hartree: run a 0.0000; run b 0.1867; run c 0.1525

=====

Run a
{
  "formula": "C4H8N2",
  "method": "ωB97M-V with the def2-TZVPD basis set",
  "smiles": "CCNCC#N",
  "e_homo_ev": -9.73,
  "gap_ev": 10.67,
  "total_charge": 0,
  "symbols": ["N", "N", "C", "C", "C", "C", "H", "H", "H", "H", "H", "H", "H", "H"],
  "positions_angstrom": [[-0.146, -0.395, -0.552], [-2.838, -0.339, 1.685], [0.562, 0.395, 0.453], [-1.557, -0.105, -0.624], [2.053, 0.109, 0.398], [-2.308, -0.221, 0.662], [0.386, 1.459, 0.239], [2.253, -0.944, 0.626], [-1.569, 0.918, -0.996], [0.025, -1.382, -0.424], [-2.063, -0.750, -1.355], [0.180, 0.211, 1.470], [2.598, 0.715, 1.129], [2.445, 0.325, -0.599]],
  "lowdin_charge": [-0.093, 0.133, -0.304, -0.228, -0.101, -0.203, 0.118, 0.072, 0.116, 0.112, 0.123, 0.108, 0.073, 0.074]
}

=====

Run b
{
  "formula": "C4H8N2",
  "method": "ωB97M-V with the def2-TZVPD basis set",
  "e_homo_ev": [-6.75, -6.42],
  "gap_ev": [7.54, 6.78],
  "total_charge": 0,
  "symbols": ["N", "N", "C", "C", "C", "C", "H", "H", "H", "H", "H", "H", "H", "H"],
  "positions_angstrom": [[-1.251, -1.806, -0.184], [-0.338, 1.681, 0.896], [2.015, 0.009, -0.684], [-0.455, -0.663, 0.065], [0.780, -0.460, -0.751], [-0.971, 0.619, 0.266], [-2.241, -1.596, -0.210], [2.651, -0.018, -1.563], [2.459, 0.543, 0.162], [-0.836, 2.479, 1.262], [0.642, 1.565, 1.106], [-1.996, 0.792, -0.031], [0.534, -0.841, 0.694], [-0.994, -2.305, -1.028]],
  "lowdin_charge": [0.063, 0.075, -0.095, -0.502, -0.091, -0.140, 0.074, 0.036, 0.038, 0.092, 0.074, 0.115, 0.183, 0.079]
}

=====

Run c
{
  "formula": "C4H8N2",
  "method": "ωB97M-V with the def2-TZVPD basis set",
  "smiles": "C1N[C@H]1[C@H]1CN1",
  "e_homo_ev": -9.44,
  "gap_ev": 10.65,
  "total_charge": 0,
  "symbols": ["N", "N", "C", "C", "C", "C", "H", "H", "H", "H", "H", "H", "H", "H"],
  "positions_angstrom": [[1.772, 0.119, 0.608], [-1.711, -0.565, 0.871], [-1.857, 0.218, -0.359], [-0.571, 0.205, 0.391], [1.616, 0.272, -0.832], [0.645, -0.535, -0.065], [-2.505, 1.096, -0.356], [-0.058, 1.002, 0.971], [0.604, -1.616, -0.190], [-2.183, -0.093, 1.637], [2.530, -0.478, 0.906], [1.303, 1.264, -1.165], [-1.959, -0.395, -1.259], [2.330, -0.228, -1.478]],
  "lowdin_charge": [-0.010, 0.013, -0.138, -0.311, -0.145, -0.290, 0.099, 0.148, 0.146, 0.088, 0.091, 0.107, 0.101, 0.101]
}

=====

Run d
{
  "formula": "C4H8N2",
  "method": "ωB97M-V with the def2-TZVPD basis set",
  "smiles": "CC(C)(N)C#N",
  "e_homo_ev": -10.30,
  "gap_ev": 11.15,
  "total_charge": 0,
  "symbols": ["N", "N", "C", "C", "C", "C", "H", "H", "H", "H", "H", "H", "H", "H"],
  "positions_angstrom": [[-0.371, -1.328, -0.653], [-0.932, -0.421, 2.559], [-0.543, -0.217, 1.488], [1.456, 0.093, 0.088], [-0.794, 1.078, -0.613], [-0.067, -0.095, 0.076], [-1.375, -1.491, -0.652], [1.842, -0.068, -0.923], [-0.943, 0.835, -1.668], [-1.770, 1.261, -0.156], [1.726, 1.099, 0.421], [-0.214, 2.002, -0.550], [1.930, -0.627, 0.763], [0.053, -2.121, -0.179]],
  "lowdin_charge": [0.060, 0.148, -0.183, -0.046, -0.034, -0.630, 0.088, 0.090, 0.085, 0.083, 0.085, 0.081, 0.086, 0.087]
}

=====

Energy above the most stable structure, in hartree: run a 0.0131; run b 0.1970; run c 0.0876; run d 0.0000